Computed, not measured: a cluster of 6 separate species, C26H68N5O2 in total at a distorted geometry, with ωB97M-V with the def2-TZVPD basis set.

```
101
Properties=species:S:1:pos:R:3:mulliken_charge:R:1
N 0.11 -0.40 0.73 2.06
H 1.01 -0.24 1.27 0.09
H -0.36 0.48 0.53 -0.30
H -0.40 -0.86 1.56 0.27
H 0.14 -1.10 -0.02 -0.37
O 2.08 -0.51 2.46 -0.65
C 1.44 -1.05 3.58 -0.86
C 0.19 -1.98 3.52 -0.72
O -0.94 -1.57 2.83 -0.80
H 1.14 -0.19 4.22 0.30
H 2.19 -1.62 4.17 0.23
H -0.07 -2.18 4.58 0.32
H 0.53 -2.98 3.13 0.19
C 4.14 1.14 -0.96 -0.79
C 4.24 0.60 0.47 -0.48
N 5.43 1.08 1.18 0.27
C 6.63 0.39 0.75 -0.43
C 7.81 0.53 1.69 -1.39
C 5.61 2.52 1.21 -0.36
C 4.38 3.22 1.77 -0.91
H 3.93 2.21 -1.02 0.19
H 3.33 0.60 -1.48 -0.02
H 5.01 0.98 -1.60 0.45
H 3.35 0.84 1.06 -0.03
H 4.30 -0.48 0.44 0.43
H 6.40 -0.66 0.59 0.34
H 6.90 0.79 -0.25 0.29
H 8.29 1.51 1.66 0.32
H 7.46 0.31 2.70 0.33
H 8.61 -0.19 1.48 0.44
H 5.89 2.95 0.23 0.29
H 6.43 2.70 1.90 0.46
H 4.65 4.26 2.01 0.47
H 4.09 2.80 2.74 0.34
H 3.54 3.17 1.08 -0.20
C -2.13 1.88 1.93 -1.12
C -1.88 2.53 0.58 -0.79
N -0.49 2.38 0.09 0.74
C 0.50 2.91 1.02 0.41
C 0.53 4.42 1.23 -1.66
C -0.38 2.92 -1.25 -0.96
C 1.02 2.72 -1.81 -1.01
H -3.13 2.01 2.34 0.43
H -1.45 2.27 2.70 0.34
H -1.97 0.80 1.90 0.04
H -2.55 2.12 -0.19 0.46
H -2.09 3.61 0.66 0.51
H 1.49 2.63 0.65 -0.84
H 0.46 2.41 1.99 0.52
H -0.42 4.75 1.67 0.40
H 0.73 5.00 0.32 0.30
H 1.26 4.70 1.99 0.46
H -1.10 2.39 -1.87 0.50
H -0.66 3.99 -1.33 0.46
H 1.38 1.72 -1.57 -0.10
H 1.06 2.90 -2.89 0.51
H 1.69 3.47 -1.39 0.29
C 2.48 -2.56 -0.65 -0.91
C 1.42 -2.58 -1.74 -0.87
N 0.06 -2.47 -1.22 0.38
C -0.31 -3.55 -0.31 -0.10
C -0.31 -4.95 -0.93 -1.57
C -0.96 -2.20 -2.23 -0.63
C -0.93 -0.76 -2.73 -0.87
H 2.37 -3.40 0.04 0.33
H 2.46 -1.63 -0.07 -0.10
H 3.48 -2.69 -1.08 0.47
H 1.62 -1.70 -2.35 0.38
H 1.49 -3.48 -2.37 0.38
H 0.33 -3.47 0.57 0.20
H -1.30 -3.36 0.11 0.14
H -0.89 -4.98 -1.86 0.26
H 0.69 -5.27 -1.24 0.28
H -0.78 -5.66 -0.25 0.48
H -1.91 -2.38 -1.74 0.28
H -0.83 -2.89 -3.08 0.24
H 0.01 -0.50 -3.22 0.42
H -1.00 -0.11 -1.85 -0.26
H -1.78 -0.56 -3.38 0.50
C -3.66 -0.92 0.37 -0.47
C -4.61 -1.68 -0.56 -0.98
N -5.66 -0.83 -1.11 0.22
C -5.17 -0.26 -2.36 0.10
C -6.08 0.79 -2.98 -1.54
C -6.89 -1.58 -1.36 -0.31
C -7.57 -1.97 -0.06 -1.27
H -4.17 -0.53 1.25 0.45
H -3.17 -0.06 -0.09 -0.37
H -2.94 -1.64 0.76 0.22
H -4.03 -2.16 -1.36 0.36
H -5.00 -2.49 0.05 0.42
H -4.19 0.20 -2.16 -0.05
H -4.97 -1.04 -3.12 0.30
H -6.98 0.39 -3.45 0.37
H -6.42 1.52 -2.23 0.34
H -5.56 1.39 -3.73 0.45
H -6.71 -2.45 -2.02 0.33
H -7.61 -0.96 -1.89 0.28
H -8.49 -2.52 -0.31 0.43
H -7.92 -1.08 0.46 0.28
H -6.98 -2.61 0.59 0.35
```

Its total charge is -1. As for the lowest unoccupied orbital energy: 0.092 Ha. As for the HOMO energy: -0.0999 hartree. For the total energy, the calculation gives -39608.83175 eV. The value obtained for the relative energy (zero: lowest compared OMol25 entry of this formula, charge and spin) is 0.000 eV. The calculation puts the gap between HOMO and LUMO at 5.23 eV.

Computed, not measured: a cluster of 9 separate species, C26H69O25S8 in total at a distorted geometry, with ωB97M-V with the def2-TZVPD basis set.

```
128
Properties=species:S:1:pos:R:3:mulliken_charge:R:1
C 1.58 -0.32 -0.63 -0.38
C 1.42 -0.68 0.90 0.41
O 0.62 -1.76 1.28 -0.64
H 0.73 0.25 -0.99 -0.15
H 1.66 -1.17 -1.30 0.21
H 2.39 0.40 -0.77 0.05
H 1.14 0.18 1.52 -0.54
H 2.46 -0.76 1.22 0.17
O 4.43 -0.90 3.66 -0.55
S 4.76 -2.33 3.83 1.10
O 5.76 -2.93 2.93 -0.66
O 5.18 -2.58 5.39 -0.26
C 5.73 -3.80 5.76 -0.28
C 5.17 -3.96 7.21 -1.14
C 3.15 -3.16 3.72 -0.58
H 6.82 -3.74 5.77 0.28
H 5.42 -4.63 5.12 0.36
H 4.10 -4.12 7.33 0.29
H 5.44 -3.12 7.85 0.30
H 5.64 -4.82 7.68 0.37
H 2.50 -2.59 4.38 0.07
H 3.19 -4.16 4.17 0.43
H 2.77 -3.06 2.71 0.22
O -1.56 7.22 -2.21 -0.62
S -2.09 6.35 -3.27 1.15
O -2.15 6.80 -4.65 -0.61
O -1.29 4.88 -3.22 -0.28
C -0.81 4.45 -1.99 -0.13
C -0.29 3.03 -2.10 0.02
C -3.74 5.67 -2.80 -0.80
H -1.67 4.41 -1.33 0.05
H -0.01 5.06 -1.57 0.41
H -1.02 2.48 -2.70 -0.07
H -0.20 2.60 -1.10 -0.31
H 0.68 2.98 -2.59 0.37
H -3.87 5.01 -3.65 0.26
H -4.54 6.40 -2.67 0.42
H -3.75 5.05 -1.90 0.20
O 1.26 1.18 -5.41 -0.66
S 0.64 0.07 -4.75 0.97
O -0.42 0.23 -3.77 -0.51
O 0.11 -0.96 -5.93 -0.26
C 1.05 -1.16 -6.94 -0.24
C 0.43 -0.79 -8.30 -1.25
C 2.08 -0.93 -4.04 -0.64
H 1.34 -2.21 -6.99 0.34
H 1.93 -0.52 -6.86 0.38
H 0.55 0.29 -8.31 0.30
H -0.66 -0.93 -8.28 0.28
H 0.87 -1.28 -9.16 0.35
H 2.48 -0.30 -3.24 0.00
H 2.86 -1.12 -4.78 0.44
H 1.72 -1.89 -3.66 0.34
O -4.47 -1.49 -0.16 -0.67
S -3.65 -0.84 -1.23 1.30
O -3.40 -1.59 -2.43 -0.57
O -4.41 0.58 -1.67 -0.45
C -3.75 1.28 -2.78 0.66
C -4.72 1.39 -3.97 -1.56
C -2.03 -0.23 -0.52 0.34
H -2.91 0.80 -3.28 -0.05
H -3.43 2.22 -2.34 0.17
H -4.29 1.95 -4.79 0.37
H -5.69 1.85 -3.73 0.36
H -5.07 0.40 -4.27 0.35
H -1.53 -0.02 -1.47 -0.31
H -1.49 -1.04 -0.01 -0.15
H -2.14 0.65 0.11 0.27
O -4.14 -3.49 4.27 -0.67
S -3.07 -2.47 4.05 1.20
O -3.41 -1.02 4.21 -0.60
O -1.77 -2.89 5.09 -0.44
C -0.66 -1.93 5.14 0.48
C -0.84 -0.76 6.13 -1.18
C -2.29 -2.86 2.44 -0.47
H -0.48 -1.64 4.10 -0.18
H 0.31 -2.32 5.44 0.27
H -0.73 -1.02 7.18 0.37
H -1.77 -0.22 5.95 0.30
H -0.02 -0.07 5.98 0.28
H -1.20 -2.92 2.42 0.30
H -2.70 -2.21 1.68 -0.06
H -2.63 -3.87 2.22 0.37
O 4.99 4.51 0.10 -0.59
S 4.14 3.43 -0.40 1.00
O 3.55 3.55 -1.73 -0.60
O 4.80 1.91 -0.20 -0.06
C 5.82 1.52 -1.15 -0.33
C 6.95 2.54 -1.36 -1.14
C 2.75 3.25 0.81 -0.68
H 5.38 1.41 -2.14 0.21
H 6.08 0.49 -0.91 0.42
H 7.60 2.17 -2.16 0.39
H 7.54 2.69 -0.45 0.25
H 6.49 3.49 -1.65 0.35
H 3.07 2.50 1.54 0.35
H 2.00 2.81 0.15 -0.11
H 2.46 4.22 1.20 0.55
O -0.78 5.18 2.23 -0.68
S -1.92 4.29 2.43 1.31
O -2.44 3.55 1.31 -0.50
O -1.55 3.18 3.62 -0.36
C -0.99 1.90 3.25 1.31
C 0.45 1.86 3.88 -0.88
C -3.29 5.22 3.29 -1.04
H -0.88 1.72 2.18 -0.44
H -1.49 1.03 3.68 -0.26
H 1.18 2.33 3.23 -0.01
H 0.83 0.85 3.98 0.15
H 0.51 2.32 4.87 0.43
H -3.29 6.19 2.81 0.35
H -3.07 5.26 4.36 0.35
H -4.23 4.66 3.21 0.33
O -2.17 -5.84 0.31 -0.57
S -1.63 -5.60 -0.99 1.18
O -0.54 -6.41 -1.60 -0.69
O -2.85 -5.69 -2.12 -0.36
C -4.14 -5.38 -1.68 0.18
C -5.15 -5.20 -2.79 -1.39
C -1.27 -3.79 -0.99 -0.18
H -4.07 -4.52 -1.02 0.18
H -4.42 -6.26 -1.10 0.28
H -4.96 -4.38 -3.48 0.29
H -6.14 -5.05 -2.36 0.36
H -5.19 -6.10 -3.41 0.37
H -2.11 -3.26 -0.54 -0.46
H -1.28 -3.60 -2.07 0.34
H -0.37 -3.50 -0.46 0.37
```

Its total charge is -1. As for the lowest unoccupied orbital energy: 0.066 Ha. As for the HOMO energy: -0.1615 hartree. For the total energy, the calculation gives -165943.86798 eV. The value obtained for the relative energy (zero: lowest compared OMol25 entry of this formula, charge and spin) is 4.614 eV. The calculation puts the gap between HOMO and LUMO at 6.20 eV.